Below is a cluster of 2 separate species, C22H26F8N5O2 in total in a non-equilibrium geometry, with properties calculated with wB97M-V/def2-TZVPD.

## Properties
electronic energy: -56496.698 eV
HOMO: -10.38 eV
2S+1: 1
net charge: +1

Last column: Mulliken charge in e.
Positions of all 63 atoms, in Å:
C  1.5915  -2.9755  2.8013  -0.402
C  2.7509  -3.0335  1.9739  0.027
N  4.0858  -2.8288  1.3085  -0.089
C  4.6149  -1.6746  0.8085  0.277
N  6.0150  -1.7710  0.2335  -0.483
C  6.2021  -0.3014  -0.1375  0.104
C  7.6568  0.0593  -0.7684  -0.271
C  8.0871  -1.1529  -1.8326  -0.023
N  7.2686  -1.5991  -2.8495  -0.558
N  4.9529  0.4785  0.1858  0.254
C  4.8333  1.9936  -0.0830  -0.561
O  5.5285  2.4299  -1.3021  -0.386
C  5.9428  3.8437  -1.1797  -0.278
C  7.4582  4.0682  -0.5957  -0.754
N  3.9530  -0.3253  0.7853  0.186
C  2.6232  0.2034  1.2543  -0.822
C  1.3232  -0.3755  0.3746  -0.044
O  0.6304  0.6708  -0.3929  -0.396
C  -0.7797  0.2904  -0.6833  -0.738
C  -1.7168  1.4957  -0.0883  0.794
F  -1.6319  2.6303  -1.0378  -0.277
F  -1.0456  1.9633  1.1822  -0.330
C  -3.2359  1.0563  0.3396  0.484
F  -3.3649  -0.3942  0.7237  -0.287
F  -3.5402  1.8106  1.6133  -0.290
C  -4.3996  1.3971  -0.7630  0.668
F  -4.5611  2.8734  -1.0348  -0.253
F  -3.9911  0.6969  -2.0378  -0.274
C  -5.8997  0.8481  -0.3813  0.105
F  -6.3365  1.1366  1.0055  -0.256
F  -6.1238  -0.5903  -0.6519  -0.242
H  0.7046  -2.9238  3.5945  0.375
H  4.6982  -3.6960  1.2202  0.340
H  7.7809  1.1288  -1.2198  0.147
H  8.4504  -0.0230  0.1180  0.322
H  9.1389  -1.6696  -1.7103  0.324
H  6.3871  -1.0310  -2.8376  0.283
H  3.6900  2.3044  -0.2315  0.372
H  5.1909  2.6056  0.8715  0.323
H  5.1683  4.4327  -0.4874  0.305
H  5.9353  4.3282  -2.2709  0.303
H  8.1723  4.6488  -1.3561  0.286
H  7.4513  4.7441  0.3883  0.274
H  8.0323  3.0907  -0.3048  0.181
H  2.4531  -0.2430  2.3488  0.326
H  2.5478  1.3643  1.3728  0.422
H  1.6858  -1.2781  -0.2758  0.189
H  0.5373  -0.8268  1.1512  0.302
H  -1.0642  -0.7866  -0.3260  0.405
H  -0.9406  0.2947  -1.8665  0.348
H  -6.6547  1.4392  -1.0925  0.308
C  -8.8935  -1.5748  0.1631  0.223
C  -9.7512  -1.5229  1.2615  -0.489
C  -10.7155  -2.5141  1.4416  -0.344
C  -10.8156  -3.5635  0.5277  -0.436
C  -9.9554  -3.6173  -0.5686  -0.359
C  -8.9972  -2.6211  -0.7538  -0.444
H  -8.1443  -0.8003  0.0212  0.065
H  -9.6685  -0.7089  1.9773  0.355
H  -11.3881  -2.4698  2.2939  0.361
H  -11.5639  -4.3387  0.6706  0.354
H  -10.0325  -4.4361  -1.2799  0.352
H  -8.3308  -2.6604  -1.6110  0.342

***

Below is a structure of composition C22H26FeN3O3 in a non-equilibrium geometry, with properties calculated with wB97M-V/def2-TZVPD.

## Properties
electronic energy: -68219.604 eV
HOMO (spin up / spin down): -8.86 / -10.40 eV
2S+1: 5
net charge: +1
ΔE to the lowest compared entry with this formula, charge and spin: 2.369 eV
expectation value of S²: 6.124

Last column: Mulliken spin population.
Positions of all 55 atoms, in Å:
C  2.4309  -1.9133  -0.8043  0.006
N  1.7305  -1.8551  -2.1011  0.111
C  1.7143  -3.1100  -2.8786  0.018
C  1.0390  -0.7722  -2.4478  0.273
N  0.6320  0.1024  -1.3986  0.001
C  0.4075  1.5539  -1.6557  -0.040
C  0.6118  2.2865  -0.3898  0.059
C  1.9083  2.4059  0.1319  -0.003
C  2.0653  2.9053  1.4194  0.004
C  0.9647  3.3645  2.1463  -0.006
C  -0.2863  3.4161  1.5397  0.008
C  -0.4673  2.9323  0.2547  -0.019
N  0.8202  -0.5186  -3.7554  0.112
C  1.8326  -0.7900  -4.7983  -0.002
C  -0.3792  0.1867  -4.2061  0.007
H  2.9760  -0.9832  -0.5946  -0.004
H  1.7596  -2.1787  0.0438  0.008
H  3.1708  -2.7420  -0.8950  0.000
H  1.8214  -2.9248  -3.9541  0.005
H  2.5680  -3.6758  -2.4855  -0.001
H  0.7671  -3.6332  -2.6638  -0.003
H  1.0531  1.9403  -2.4495  -0.005
H  -0.6163  1.6598  -1.9944  0.001
H  2.7673  2.0778  -0.4587  0.000
H  3.0725  2.9130  1.8853  0.001
H  1.0841  3.7244  3.1598  -0.001
H  -1.1566  3.8454  2.0857  0.003
H  -1.4710  2.9452  -0.2179  0.002
H  2.8072  -1.1106  -4.3450  -0.002
H  1.4686  -1.5614  -5.5020  0.003
H  1.9973  0.1678  -5.3709  0.005
H  -1.3424  -0.3285  -3.8303  0.001
H  -0.3574  1.3135  -3.8842  0.009
H  -0.3329  0.1520  -5.3741  0.001
O  -4.0495  0.5130  6.5642  0.002
C  -3.4412  0.1335  5.6492  0.002
Fe  -2.5100  -0.8119  4.4775  2.104
C  -1.8022  -1.8448  5.7466  -0.041
O  -1.2700  -2.5107  6.5696  -0.026
C  -3.4750  -2.3247  4.8124  -0.047
O  -4.1682  -3.2711  4.9749  -0.019
C  -0.1074  -0.3366  0.1184  0.492
C  -1.3554  -0.6328  -0.3371  0.008
C  -2.5577  -0.4300  0.3964  0.320
C  -2.7281  0.1293  1.6477  -0.071
C  -1.7802  0.2559  2.6751  0.298
C  -0.3782  0.0174  2.5951  -0.040
C  0.3797  -0.1852  1.4092  0.292
H  1.3665  -0.0490  -0.6428  0.002
H  -1.4977  -0.9817  -1.3633  0.020
H  -3.4690  -0.6588  -0.1658  0.017
H  -3.7380  0.4740  1.9433  -0.001
H  -2.1103  0.8336  3.6153  0.065
H  0.1845  0.0577  3.5382  0.003
H  1.4465  -0.1725  1.5649  0.068

***

Below is a structure of composition C22H26IMoN4O5 in a non-equilibrium geometry, with properties calculated with wB97M-V/def2-TZVPD.

## Properties
electronic energy: -49364.355 eV
HOMO: -18.19 eV
2S+1: 1
net charge: +3
ΔE to the lowest compared entry with this formula, charge and spin: 0.744 eV

Last column: Mulliken charge in e.
Positions of all 59 atoms, in Å:
Mo  0.6611  -0.6245  -0.7576  -0.007
O  3.8159  -3.0482  -1.1009  -0.416
C  3.0020  -2.2811  -1.4491  -0.191
O  1.7581  -2.1425  -0.8170  -0.212
C  3.0538  -1.2710  -2.5398  0.919
C  4.0187  -1.0934  -3.5033  -0.716
C  3.8344  -0.0642  -4.4279  -0.388
C  2.7000  0.7433  -4.3684  -0.758
C  1.7925  0.4972  -3.3601  0.782
N  1.9849  -0.4777  -2.4808  0.765
C  0.5153  1.2062  -3.0881  0.129
O  0.0132  2.0754  -3.6938  -0.406
O  -0.0634  0.6472  -1.9414  -0.309
H  4.8829  -1.7450  -3.5360  0.584
H  4.5759  0.1045  -5.1989  0.511
H  2.5172  1.5388  -5.0802  0.571
N  -0.8693  0.0478  0.3951  -0.283
C  -1.7279  0.6936  0.8679  0.446
N  -2.6556  1.3918  1.3717  -0.010
C  -4.0699  0.8913  1.4724  -0.764
C  -4.4051  0.6617  2.9378  -0.504
C  -4.1558  1.9232  3.7669  -0.720
C  -2.7227  2.4342  3.6028  -0.487
C  -2.3744  2.6545  2.1386  -0.683
H  -4.1684  -0.0028  0.8606  0.447
H  -4.6875  1.6807  1.0434  0.346
H  -3.8087  -0.1711  3.3221  0.274
H  -5.4522  0.3634  2.9955  0.371
H  -4.3448  1.7100  4.8176  0.340
H  -4.8621  2.7040  3.4713  0.336
H  -2.0139  1.7285  4.0462  0.252
H  -2.5944  3.3873  4.1168  0.387
H  -1.3338  2.9315  1.9826  0.420
H  -3.0105  3.4171  1.6886  0.319
C  3.7994  1.4950  0.5139  -1.527
C  2.6818  0.7990  1.2724  1.125
C  3.1588  -0.4144  2.0453  -1.248
C  1.8573  1.7539  2.1143  -1.618
O  1.7568  0.2954  0.1945  -0.015
H  4.4560  1.9526  1.2531  0.485
H  3.4146  2.2833  -0.1336  0.392
H  4.3888  0.7863  -0.0697  0.388
H  3.9578  -0.0977  2.7145  0.460
H  3.5647  -1.1822  1.3842  0.318
H  2.3536  -0.8379  2.6469  0.335
H  2.4942  2.1237  2.9169  0.513
H  1.0062  1.2414  2.5652  0.358
H  1.5153  2.6057  1.5256  0.411
I  -0.2898  -2.9960  1.4045  0.273
C  -1.1862  -3.0624  -0.4812  0.313
C  -2.0780  -4.0575  -0.8033  -0.506
C  -2.6407  -4.0478  -2.0751  -0.210
C  -2.2918  -3.0449  -2.9713  -0.879
C  -1.3961  -2.0830  -2.5759  -0.242
N  -0.8379  -2.0899  -1.3413  0.593
H  -2.3235  -4.8265  -0.0847  0.495
H  -3.3469  -4.8176  -2.3594  0.461
H  -2.7120  -3.0059  -3.9665  0.491
H  -1.1076  -1.2846  -3.2439  0.487

***

Below is a cluster of 5 separate species, C22H26N2O12S in total in a non-equilibrium geometry, with properties calculated with wB97M-V/def2-TZVPD.

## Properties
electronic energy: -61611.040 eV
HOMO: -10.00 eV
2S+1: 1
SMILES: O=[N+]([O-])c1ccccc1.O=[N+]([O-])c1ccccc1.O=S1(=O)OCCO1.O=C1CCCO1.O=C1CCCO1

Last column: Mulliken charge in e.
Positions of all 63 atoms, in Å:
O  2.4833  3.3937  1.5723  -0.604
N  2.3223  4.0023  2.6045  0.943
O  2.4558  3.3846  3.6276  -0.553
C  1.8018  5.3969  2.7509  0.143
C  1.1852  6.0404  1.6331  -0.378
C  0.7115  7.3559  1.8170  -0.539
C  0.5772  7.8678  3.1193  -0.274
C  1.0868  7.1834  4.2121  -0.398
C  1.8078  6.0518  4.0003  -0.273
H  1.2659  5.6524  0.6284  0.521
H  0.3114  8.0078  1.0545  0.359
H  0.0313  8.7958  3.2045  0.351
H  0.8036  7.4345  5.2236  0.364
H  2.0914  5.6458  4.9600  0.339
O  4.9665  -2.8052  -3.1359  -0.564
N  4.3265  -3.7255  -2.6827  0.943
O  4.1418  -4.7592  -3.3348  -0.560
C  3.7976  -3.6744  -1.2840  0.047
C  2.9165  -4.5748  -0.7479  -0.276
C  2.4858  -4.4921  0.5965  -0.468
C  3.1057  -3.6205  1.5089  -0.517
C  3.9812  -2.6967  0.9851  -0.438
C  4.2951  -2.7197  -0.3924  -0.177
H  2.3992  -5.3045  -1.3532  0.409
H  1.6993  -5.1565  0.9229  0.426
H  2.9320  -3.5465  2.5723  0.376
H  4.4580  -2.0018  1.6605  0.412
H  5.0919  -2.0267  -0.6191  0.388
O  -3.0320  4.5080  -3.2248  -0.503
S  -1.9904  5.3984  -3.7853  1.040
O  -2.2490  6.8780  -3.6584  -0.518
O  -0.5571  4.8925  -3.1765  -0.263
C  0.4963  5.0919  -4.0595  -0.361
C  -0.1414  4.5249  -5.3545  -0.300
O  -1.4770  4.9616  -5.3086  -0.319
H  0.6679  6.1489  -4.2633  0.292
H  1.4590  4.6569  -3.7914  0.354
H  -0.0333  3.4409  -5.3158  0.264
H  0.3257  4.8161  -6.2953  0.313
O  -0.1897  -1.6515  -3.5235  -0.612
C  -0.4720  -1.1710  -2.4373  0.563
C  0.2161  -0.0200  -1.7071  -0.279
C  -0.7903  0.0697  -0.4660  -0.331
C  -2.0046  -0.7842  -0.6546  -0.287
O  -1.5174  -1.6099  -1.7035  -0.382
H  1.1422  -0.5263  -1.4350  0.084
H  0.5020  0.8897  -2.2352  0.283
H  -0.2952  -0.1616  0.4771  0.336
H  -1.2506  1.0577  -0.4578  0.233
H  -2.2894  -1.4458  0.1636  0.153
H  -2.9372  -0.4129  -1.0794  0.237
O  -5.2443  -8.8420  0.5326  -0.621
C  -4.7690  -8.0064  1.2974  0.587
C  -4.6201  -8.0244  2.8312  -0.430
C  -4.4876  -6.5290  3.1741  -0.540
C  -3.9220  -5.9703  1.8389  -0.331
O  -4.4203  -6.8464  0.8788  -0.329
H  -5.5748  -8.3523  3.2425  0.222
H  -3.8354  -8.5952  3.3279  0.304
H  -5.3597  -6.0060  3.5667  0.319
H  -3.7274  -6.4469  3.9510  0.271
H  -4.3040  -4.9498  1.8657  0.263
H  -2.8504  -6.0921  1.6810  0.285